No. 1
13
Properties=species:S:1:pos:R:3:forces:R:3:mulliken_charge:R:1 method="wB97M-V/def2-TZVPD" lumo_energy_ev=0.5 total_charge=0 smiles="[H]/N=C1/NSC[C@@H]1O" total_energy_ev=-19068.8319 homo_lumo_gap_ev=8.559 homo_ev=-8.05
C -1.085216 0.416056 -0.247632 2.35 -0.47 1.39 0.023
C -0.660755 0.209423 1.216396 -2.01 2.97 2.99 -0.761
C 0.295212 0.571306 -0.920162 -1.57 -0.30 -1.49 0.267
H -1.501312 -0.618668 -1.714109 -0.28 -0.74 -0.34 0.438
H -1.695710 1.316703 -0.385594 -0.16 -0.44 0.02 0.308
H -1.505327 -0.211539 1.769568 0.34 -0.39 0.05 0.390
H -0.365210 1.167014 1.870471 -1.59 -1.09 -2.19 0.273
H 2.152609 -0.196093 -0.491453 0.03 -0.10 0.15 0.284
H -0.352983 1.805624 -2.476406 1.65 -2.90 1.45 0.266
N 1.200853 -0.193898 -0.155452 0.41 1.48 -2.68 -0.175
N 0.378090 1.008005 -2.166903 0.08 1.45 1.48 -0.746
O -1.624929 -0.824012 -0.778199 0.20 1.90 0.32 -0.510
S 0.869958 -0.596900 1.476124 0.55 -1.37 -1.16 -0.057

No. 2
121
Properties=species:S:1:pos:R:3:forces:R:3:mulliken_charge:R:1 method="wB97M-V/def2-TZVPD" lumo_energy_ev=1.2 total_charge=-1 total_energy_ev=-95664.0494 homo_lumo_gap_ev=5.445 homo_ev=-4.28
N -3.899359 -3.216895 3.621956 1.37 -1.00 -0.40 -0.743
C -3.353986 -3.159247 2.208608 -1.12 1.67 0.44 0.661
I -3.839867 -5.046041 1.227462 0.19 0.42 -0.01 0.060
B -1.748849 -2.943614 2.348393 1.58 -0.16 -0.46 0.232
O -0.916500 -4.151790 2.378337 -0.78 2.20 -1.07 -0.729
O -1.077932 -1.678956 2.489332 -1.33 -2.79 0.62 -0.276
C -4.069477 -1.991625 1.376277 -1.90 2.80 -4.83 0.078
O -4.860961 -1.128896 1.907792 2.29 -2.64 -0.12 -0.635
O -3.869499 -1.920645 -0.007483 0.30 -1.18 5.66 -0.720
H -4.587042 -3.990832 3.696176 0.49 0.86 -0.22 0.324
H -3.089132 -3.559059 4.182553 -1.00 0.23 -0.16 0.274
H -0.712798 -4.296210 1.415808 -0.22 -0.47 1.19 0.100
H -0.305701 -1.874972 3.070572 -0.26 0.57 -0.75 0.270
O -1.439126 -9.017199 0.715094 -0.27 0.49 -0.41 -0.640
C -1.877695 -8.593675 -0.324542 0.06 -0.20 0.91 0.168
O -2.513939 -7.399644 -0.452984 0.37 -0.79 0.13 -0.049
C -2.999179 -7.261489 -1.793354 -0.21 0.44 -0.29 -0.500
C -2.150879 -8.196822 -2.621218 0.06 -0.06 -0.72 -0.192
C -1.847832 -9.312798 -1.647028 0.21 0.18 -0.51 -0.141
H -4.058556 -7.535117 -1.810919 0.05 0.00 0.01 0.285
H -2.897088 -6.223858 -2.115579 -0.05 -0.03 0.34 0.302
H -2.645763 -8.532818 -3.532412 -0.02 0.13 0.15 0.169
H -1.219545 -7.696799 -2.907441 -0.08 0.01 0.06 0.195
H -2.625064 -10.081073 -1.653053 0.09 -0.04 0.06 0.200
H -0.868286 -9.754090 -1.832118 -0.17 -0.21 0.26 0.301
O -0.185290 -5.304064 -0.533181 0.82 0.17 0.36 -0.651
C 0.873141 -4.731695 -0.580670 -1.03 -0.23 -0.07 0.630
O 1.806160 -4.773345 0.408935 -0.28 -0.17 -0.23 -0.309
C 2.888945 -3.898343 0.078028 0.38 0.18 0.24 -0.309
C 2.824204 -3.734829 -1.423034 0.39 0.22 -0.48 -0.469
C 1.339337 -3.839577 -1.698645 0.48 0.00 -0.28 -0.465
H 2.745460 -2.950962 0.606350 -0.03 -0.06 -0.01 0.151
H 3.832036 -4.343272 0.400595 -0.22 -0.06 0.16 0.304
H 3.271430 -2.803212 -1.774546 0.01 -0.06 0.10 0.318
H 3.347390 -4.564576 -1.909538 -0.01 0.08 0.07 0.265
H 0.839600 -2.871654 -1.613725 -0.14 -0.12 -0.05 0.258
H 1.141072 -4.291465 -2.670309 -0.33 0.14 0.15 0.295
O -4.567338 -9.909645 -4.732771 0.81 -0.31 0.12 -0.569
C -3.754860 -10.754407 -5.003082 -0.86 0.78 -0.07 0.533
O -2.433784 -10.669884 -4.683983 -0.36 0.00 0.00 -0.300
C -1.737292 -11.786698 -5.247706 0.50 -0.17 -0.02 -0.460
C -2.793122 -12.845195 -5.467086 -0.02 -0.65 -0.12 -0.494
C -4.025093 -12.019647 -5.771099 0.13 -0.53 0.14 -0.450
H -1.266934 -11.468291 -6.182939 -0.03 0.01 0.05 0.256
H -0.960734 -12.121238 -4.557582 -0.06 0.27 0.01 0.310
H -2.534447 -13.554503 -6.255213 0.06 0.08 0.08 0.327
H -2.949175 -13.410416 -4.542775 0.06 0.05 -0.09 0.270
H -4.103654 -11.781020 -6.834361 -0.13 0.05 0.08 0.257
H -4.933344 -12.507052 -5.417511 -0.09 0.31 -0.20 0.286
O 0.907163 -0.389256 3.890724 0.58 0.67 0.28 -0.621
C 1.099661 0.619937 3.260970 -0.52 -0.66 0.22 0.398
O 1.525018 1.789042 3.809126 0.00 -0.68 0.11 -0.391
C 1.541700 2.807500 2.799612 0.02 0.68 -0.07 -0.029
C 1.624835 2.065573 1.487360 0.13 0.15 -0.63 -0.536
C 0.865095 0.790428 1.784962 0.32 0.25 -0.32 -0.099
H 0.626234 3.397812 2.884993 0.07 -0.12 -0.05 0.074
H 2.401102 3.463253 2.953224 -0.08 -0.12 0.22 0.275
H 1.220372 2.631777 0.646822 0.01 0.05 0.16 0.320
H 2.669846 1.826367 1.261518 -0.05 0.06 0.03 0.254
H -0.206629 0.902928 1.605528 0.03 -0.23 0.04 0.267
H 1.262566 -0.055305 1.224191 -0.37 -0.12 0.16 0.081
O -0.817307 4.894254 1.778260 0.68 0.28 -0.33 -0.597
C -0.109649 5.854027 1.613780 -0.65 -0.68 0.39 0.506
O 1.162380 5.787019 1.136344 -0.48 -0.28 0.00 -0.301
C 1.752456 7.092732 1.170178 0.44 0.32 0.09 -0.221
C 0.587385 8.054733 1.183290 -0.11 0.60 -0.16 -0.547
C -0.468847 7.278038 1.941167 0.03 0.43 -0.35 -0.503
H 2.368383 7.173756 2.068640 -0.03 -0.04 -0.14 0.222
H 2.387311 7.231698 0.293384 -0.01 -0.26 0.11 0.245
H 0.830656 9.018961 1.632847 0.08 -0.11 -0.05 0.317
H 0.244674 8.236907 0.159486 0.04 0.00 0.09 0.295
H -0.388040 7.426716 3.020534 -0.13 -0.09 -0.03 0.249
H -1.472971 7.519316 1.593106 -0.03 -0.23 0.31 0.335
O -8.766673 3.973589 3.990633 0.68 -0.17 0.17 -0.618
C -7.955483 3.123888 3.713763 -0.54 0.64 -0.11 0.455
O -6.635378 3.203185 4.026659 -0.71 0.32 0.11 -0.398
C -5.942703 2.082222 3.455992 0.58 -0.41 -0.11 -0.053
C -7.002263 1.029760 3.239954 -0.06 -0.69 -0.29 -0.321
C -8.233125 1.860583 2.943948 0.20 -0.41 0.26 -0.330
H -5.475883 2.400571 2.519904 -0.04 0.00 0.11 -0.001
H -5.164229 1.743394 4.141028 -0.07 0.23 -0.04 0.303
H -6.749514 0.320949 2.449383 0.22 0.00 0.19 0.164
H -7.155894 0.463163 4.163782 0.08 0.02 -0.11 0.360
H -8.315801 2.101767 1.881141 -0.13 0.05 0.05 0.195
H -9.141571 1.375407 3.300838 -0.10 0.30 -0.21 0.305
O -4.444356 4.051091 -2.774360 0.19 -0.59 0.10 -0.636
C -4.687292 3.106595 -2.061418 0.00 0.38 -0.65 0.485
O -4.232895 1.847971 -2.287308 -0.10 1.05 -0.17 -0.356
C -4.797709 0.954366 -1.312837 0.17 -0.91 0.37 -0.224
C -5.190666 1.833091 -0.151402 -0.20 0.00 0.52 0.227
C -5.561398 3.132809 -0.835777 0.17 -0.16 0.51 -0.487
H -5.657714 0.447980 -1.761021 0.07 0.04 0.00 0.197
H -4.057475 0.205263 -1.024897 -0.17 -0.06 -0.15 0.114
H -5.993478 1.410685 0.454344 0.17 -0.14 -0.10 -0.127
H -4.326243 1.994922 0.500364 -0.08 -0.13 -0.05 0.142
H -6.609395 3.145454 -1.145861 0.05 0.15 -0.04 0.325
H -5.333981 3.996403 -0.210259 -0.20 0.14 -0.30 0.287
O 4.659715 7.581180 2.012062 0.24 -0.76 -0.19 -0.601
C 5.382505 6.866328 1.366030 -0.24 0.72 0.54 0.269
O 5.389305 5.507876 1.459497 -0.24 0.39 0.11 -0.336
C 6.438628 4.981286 0.639365 0.20 -0.46 -0.13 -0.443
C 6.720909 6.057423 -0.382156 0.25 -0.01 -0.64 -0.254
C 6.427471 7.325029 0.386332 -0.03 -0.21 -0.40 0.089
H 7.305509 4.772069 1.273458 -0.05 0.03 0.00 0.274
H 6.109320 4.050791 0.173433 -0.12 0.06 0.26 0.333
H 7.734048 6.013914 -0.783892 -0.10 -0.06 0.09 -0.003
H 6.021445 5.966208 -1.219700 0.06 -0.06 0.07 0.286
H 7.301043 7.678062 0.936918 -0.19 0.14 -0.01 0.039
H 6.039032 8.108252 -0.264463 0.09 0.17 0.36 0.359
O 8.785504 9.619278 0.503429 0.20 -0.83 -0.25 -0.569
C 9.506392 8.905215 -0.142381 -0.32 0.95 0.66 0.524
O 9.513017 7.545349 -0.049574 -0.05 0.37 0.04 -0.336
C 10.562776 7.021058 -0.872243 0.26 -0.47 -0.11 -0.405
C 10.844826 8.097799 -1.893946 0.31 0.04 -0.58 -0.527
C 10.550638 9.366138 -1.121983 0.05 -0.18 -0.52 -0.426
H 11.429972 6.811417 -0.239104 -0.07 0.01 -0.01 0.280
H 10.233052 6.091218 -1.339551 -0.10 0.05 0.24 0.313
H 11.858138 8.054167 -2.296568 -0.09 -0.08 0.06 0.334
H 10.145263 8.007123 -2.731012 0.09 -0.03 0.07 0.266
H 11.424975 9.719531 -0.570431 -0.12 0.11 0.01 0.264
H 10.161236 10.150551 -1.770468 0.07 0.14 0.35 0.288